1.
The following is a DFT calculation (ωB97M-V/def2-TZVPD) of an isolated molecule of C5H8FN in a non-equilibrium geometry.

```
15
Properties=species:S:1:pos:R:3:forces:R:3:nbo_charge:R:1
C -1.141475 1.453912 -1.143185 -0.54 -0.09 1.40 -0.389
C -0.886259 1.166998 0.151617 0.22 0.06 -1.36 -0.199
C -0.212900 -0.075896 0.643413 -0.09 0.15 -0.28 0.284
F -0.755139 -0.376617 1.905153 0.05 0.01 -0.28 -0.366
C -0.132021 -1.345484 -0.220895 -0.45 0.07 0.45 -0.241
N 1.303011 -1.515914 0.180022 -0.24 0.47 0.34 -0.625
C 1.312478 -0.120621 0.717143 0.44 0.39 -0.20 -0.237
H -1.641610 2.388786 -1.383202 0.23 -0.05 0.00 0.204
H -1.037930 0.760563 -1.972554 0.28 0.00 0.24 0.195
H -1.079905 1.897360 0.935636 -0.07 -0.03 -0.18 0.217
H -0.299091 -1.133557 -1.283804 0.01 -0.20 0.18 0.186
H -0.904185 -2.048218 0.184261 1.03 -0.05 -0.59 0.211
H 2.023031 -1.738555 -0.514699 -0.80 0.19 0.19 0.368
H 1.770788 0.655683 0.063056 -0.22 -0.57 0.23 0.186
H 1.681206 0.031560 1.738038 0.14 -0.34 -0.16 0.204
```
Forces are in eV/Å.

Output
E_HOMO   -9.2 eV
SMILES string   C=CC1(F)CNC1
Spin multiplicity   1

2.
The following is a DFT calculation (ωB97M-V/def2-TZVPD) of a structure of composition C24H16BrMoN4O5 in a non-equilibrium geometry.

```
51
Properties=species:S:1:pos:R:3:forces:R:3:mulliken_spin:R:1
Mo -0.492310 -0.121964 -0.149133 -0.58 0.70 -1.52 1.897
O 3.423567 3.545895 2.895774 0.08 -0.02 -0.01 0.007
C 2.638926 2.675697 2.258992 0.06 0.06 0.01 0.020
C 3.111902 1.794222 1.278785 0.23 0.05 0.08 -0.007
C 2.199996 0.958518 0.688309 -0.11 -0.14 -0.25 0.041
N 0.924770 0.972268 1.030901 0.34 0.33 0.36 -0.093
C 0.461423 1.796311 1.966250 -0.19 -0.11 -0.12 0.042
C 1.280696 2.682701 2.608497 0.00 0.05 0.18 -0.007
C -1.029050 1.598277 2.148139 0.21 -0.31 -0.17 -0.001
O -1.718205 2.234886 2.876013 -0.17 0.10 0.09 0.026
O -1.443413 0.569254 1.370059 -0.21 0.37 0.69 0.011
C 2.437177 -0.020145 -0.445657 -0.35 -0.15 0.31 -0.006
O 3.501913 -0.229173 -0.935507 0.17 0.00 -0.18 0.033
O 1.275577 -0.590636 -0.812246 0.73 0.04 -0.04 0.007
H 4.344850 3.469828 2.613782 -0.04 0.01 0.02 0.000
H 4.153283 1.757295 0.980462 -0.03 0.02 0.02 0.000
H 0.901989 3.353483 3.368041 0.02 0.00 -0.03 0.000
C 1.693517 -3.786945 3.499054 0.00 -0.05 -0.03 -0.008
C 1.376146 -4.539418 2.373288 0.04 -0.02 0.07 0.006
C 0.585689 -4.003409 1.372933 -0.01 -0.04 -0.16 -0.002
C 0.118527 -2.703351 1.505007 -0.12 0.14 0.07 0.005
C 0.429718 -1.943618 2.623541 -0.01 0.02 0.04 -0.005
C 1.214825 -2.491640 3.625489 0.00 0.00 0.01 0.007
N -0.689426 -2.107694 0.472835 0.22 -0.70 0.58 -0.062
N -1.427971 -2.893946 -0.152037 -0.16 -0.02 -0.27 0.116
C -2.065505 -2.307695 -1.261925 0.02 -0.10 0.03 0.009
C -2.946378 -3.105986 -1.973942 -0.04 -0.13 0.03 0.010
C -3.532204 -2.588494 -3.117895 0.00 0.07 -0.05 -0.008
C -3.210897 -1.301124 -3.532193 -0.02 -0.05 -0.01 0.014
C -2.328633 -0.513119 -2.797225 0.01 0.06 -0.06 0.021
C -1.739207 -0.988905 -1.633193 -0.02 -0.15 0.28 -0.092
H 2.310844 -4.213546 4.279477 -0.02 0.01 -0.04 0.000
H 1.750254 -5.549792 2.273045 0.00 0.02 0.00 0.000
H 0.338727 -4.572498 0.486639 0.02 0.01 0.04 -0.001
H 0.016715 -0.953605 2.739306 -0.03 0.06 -0.01 -0.003
H 1.439770 -1.910632 4.510521 -0.01 -0.01 -0.02 0.000
H -3.150618 -4.111546 -1.628046 -0.01 0.03 -0.04 0.000
H -4.226210 -3.187502 -3.692511 0.02 0.01 0.01 0.000
H -3.651090 -0.904998 -4.438543 -0.01 -0.01 0.01 0.000
H -2.106643 0.484431 -3.160074 -0.01 -0.02 0.01 0.004
Br -3.188859 2.248013 -0.643663 0.03 -0.11 0.07 0.003
C -1.594836 2.612862 -1.563973 -0.02 0.00 0.07 0.009
C -1.607731 3.709693 -2.408807 0.02 0.11 -0.08 -0.009
C -0.471112 4.013006 -3.130616 -0.02 0.06 -0.04 0.008
C 0.641549 3.199970 -2.986512 0.03 0.01 -0.01 -0.005
C 0.567913 2.130857 -2.125426 0.15 -0.11 0.01 0.018
N -0.524955 1.823464 -1.397097 -0.15 -0.02 -0.04 -0.003
H -2.507370 4.301098 -2.488164 0.01 0.01 -0.01 0.000
H -0.458908 4.863665 -3.800336 0.00 -0.03 0.03 0.000
H 1.554687 3.375945 -3.536295 -0.01 0.00 0.00 0.000
H 1.416582 1.469741 -2.034122 -0.05 -0.03 0.04 0.000
```
Forces are in eV/Å.

Output
Charge   +1
E_HOMO (alpha / beta)   -11.6 / -11.8 eV
Spin multiplicity   3

3.
The following is a DFT calculation (ωB97M-V/def2-TZVPD) of a structure of composition C23H26As2CoF3O5S in a non-equilibrium geometry.

```
61
Properties=species:S:1:pos:R:3:forces:R:3:mulliken_spin:R:1
Co 0.480668 2.198592 0.999387 -0.95 -0.17 -0.10 2.608
C -0.337641 4.198271 1.075872 -0.17 0.40 0.21 0.010
C -0.889334 3.483282 2.182238 -0.12 0.51 0.12 0.021
C -2.049521 2.822988 1.727217 0.03 -0.16 -0.04 0.086
C -2.216711 3.111167 0.364260 0.05 -0.05 -0.04 0.027
C -1.165400 3.947490 -0.044367 -0.02 -0.04 -0.07 0.095
H 0.436311 4.948488 1.136514 0.14 -0.12 -0.03 -0.006
H -0.582938 3.580163 3.212348 0.14 -0.14 -0.02 -0.007
H -2.689039 2.194700 2.331480 0.05 -0.04 -0.03 0.001
H -2.986764 2.706394 -0.278889 0.01 0.00 0.02 -0.003
H -1.014488 4.342402 -1.040257 0.05 -0.05 0.03 0.003
C 2.972411 -1.801372 -1.291398 0.03 0.01 0.14 0.000
As 1.586872 -1.066074 -0.091358 0.20 0.04 -0.23 0.001
C 1.923477 -2.281870 1.405972 0.07 0.02 0.06 0.001
C 0.095327 -1.985392 -0.964069 -0.09 0.05 -0.14 0.004
C -0.109506 -3.356868 -0.859699 0.13 -0.03 -0.09 -0.001
C -1.151789 -3.981566 -1.529009 0.04 0.01 -0.07 0.000
C -2.003723 -3.225605 -2.318735 0.03 -0.03 0.01 0.000
C -1.825908 -1.850901 -2.405375 0.05 0.05 -0.06 0.000
C -0.785572 -1.208925 -1.734128 -0.07 -0.08 0.00 0.005
As -0.658789 0.770187 -1.695619 0.09 -0.42 -0.19 0.008
C -2.183285 1.152885 -2.890230 0.12 0.19 0.17 0.000
C 0.704712 1.011235 -3.093112 0.09 0.03 0.07 0.002
H 2.899999 -2.888595 -1.326772 0.03 -0.02 -0.01 0.000
H 3.939318 -1.503466 -0.884903 0.02 -0.01 -0.06 0.000
H 2.872757 -1.401722 -2.299758 -0.05 0.07 0.03 0.000
H 2.347436 -3.229374 1.073611 0.02 -0.01 -0.05 0.000
H 1.002718 -2.460657 1.961540 0.33 -0.02 -0.23 0.000
H 2.630329 -1.781666 2.067673 0.02 -0.02 0.01 0.000
H 0.549718 -3.951556 -0.235974 0.00 0.02 -0.02 0.000
H -1.297928 -5.051810 -1.434994 0.01 0.03 0.01 0.000
H -2.814047 -3.700950 -2.859861 -0.01 0.02 0.03 0.000
H -2.523251 -1.277366 -3.001164 -0.02 -0.03 -0.01 0.000
H -2.079855 0.622456 -3.835541 0.00 0.02 -0.03 0.000
H -2.162052 2.226841 -3.078782 -0.03 0.00 -0.01 0.000
H -3.135971 0.905074 -2.423850 0.02 -0.02 0.03 0.000
H 0.646028 0.214378 -3.832852 -0.03 -0.02 -0.01 0.000
H 1.692875 1.034759 -2.636342 -0.02 -0.02 0.02 0.000
H 0.532504 1.972707 -3.578653 0.00 0.01 0.04 0.000
F 3.469521 5.191760 0.024840 -0.02 0.04 -0.02 0.000
C 4.098210 4.021742 -0.117761 -0.14 -0.10 -0.07 -0.002
F 4.431858 3.880990 -1.410527 0.04 0.11 0.13 0.000
F 5.221119 4.060633 0.605086 -0.01 0.05 -0.04 0.000
S 3.047236 2.602779 0.400691 1.12 0.17 -0.25 0.021
O 3.950491 1.497655 0.247161 -0.22 -0.04 -0.01 0.001
O 2.601912 2.927664 1.742747 -0.16 -0.13 -0.05 0.023
O 1.929016 2.672265 -0.556868 -0.16 -0.38 0.35 0.039
O 0.286274 -0.192837 4.274657 -0.09 0.04 0.07 0.010
C 0.014227 -0.147099 3.082246 0.46 0.04 0.02 0.008
O 0.510451 0.689302 2.241167 -0.22 -0.15 -0.13 0.033
C -0.888968 -1.235148 2.526359 -0.34 0.25 -0.04 0.005
C -1.669159 -1.036010 1.393892 -0.06 -0.09 0.23 -0.001
C -2.492626 -2.048374 0.916749 -0.17 0.02 0.16 0.001
C -2.523157 -3.279854 1.555083 -0.05 0.13 -0.03 0.000
C -1.739659 -3.487551 2.684080 0.08 0.03 0.09 0.000
C -0.937060 -2.465990 3.172723 -0.26 -0.13 0.14 0.001
H -1.629782 -0.079094 0.894061 0.00 0.11 -0.02 0.003
H -3.094028 -1.876179 0.031355 0.03 -0.04 0.07 0.000
H -3.147137 -4.078563 1.170481 0.00 0.03 0.00 0.000
H -1.758322 -4.446894 3.190292 0.01 0.03 -0.03 0.000
H -0.330367 -2.609923 4.059062 -0.03 0.06 -0.03 0.000
```
Forces are in eV/Å.

Output
Charge   -1
E_HOMO (alpha / beta)   -4.9 / -5.2 eV
Spin multiplicity   4

4.
The following is a DFT calculation (ωB97M-V/def2-TZVPD) of a structure of composition C4H3NS in a non-equilibrium geometry.

```
9
Properties=species:S:1:pos:R:3:forces:R:3:nbo_charge:R:1
C 0.232263 -1.064303 -0.411332 -0.02 -2.14 1.75 -0.682
C -0.534818 0.076915 0.107867 -1.70 2.68 2.76 0.134
C -0.989548 1.019676 0.802457 1.92 -3.78 -2.92 -0.146
C -1.403190 2.216214 1.325802 -1.60 4.32 0.16 0.212
H 2.547562 -1.670617 -1.276764 -3.04 2.50 -1.57 0.142
H 1.059237 -1.171664 0.397858 -1.82 -0.42 -1.08 0.278
H -0.330429 -2.120648 -0.653699 1.01 2.89 1.15 0.267
N -1.773256 3.329773 1.530901 1.32 -3.99 -0.27 -0.244
S 1.192179 -0.615348 -1.823091 3.93 -2.05 0.02 0.039
```
Forces are in eV/Å.

Output
E_HOMO   -9.7 eV
Spin multiplicity   1

In order of appearance, DFT total energy = -349.86875 -4161.46398 -7820.42506 -606.99199 a.u..
In order of appearance, ΔE to the lowest compared entry with this formula, charge and spin = 132.7 0.0 33.0 304.6 kJ/mol.